(1)
The following is a quantum chemistry calculation of a structure of composition C2H5ClN2, from the OMol25 dataset.

The calculation puts the energy above the lowest of the compared OMol25 structures with the same formula, charge and spin at 93.1 kcal/mol. The LUMO energy is -0.44 eV. For the HOMO energy, the calculation gives -9.46 eV. The HOMO-LUMO gap is 9.0 eV.

Structure (ORCA input):
```
! RIJCOSX wB97M-V def2-TZVPD def2/J DEFGRID3
* xyz 0 1
C 0.438 -0.847 -0.203
C 0.508 -0.018 0.895
H -0.919 -1.771 -1.547
H -1.693 -1.231 0.271
H 0.935 -1.299 -2.251
H 1.827 0.064 1.160
H -0.164 -0.659 1.804
N -0.821 -1.548 -0.356
N 1.384 -0.905 -1.193
Cl -0.565 1.603 0.427
*
```

---

(2)
The following is a quantum chemistry calculation of a cluster of 2 separate species, C2H5ClNO2 in total, from the OMol25 dataset.

The calculation puts the energy above the lowest of the compared OMol25 structures with the same formula, charge and spin at 66.3 kcal/mol. The LUMO energy (spin up / spin down) is -4.74 / -4.76 eV. For the HOMO energy (spin up / spin down), the calculation gives -13.18 / -13.21 eV. The HOMO-LUMO gap (spin up / spin down) is 8.4 / 8.5 eV.

Structure (ORCA input):
```
! RIJCOSX wB97M-V def2-TZVPD def2/J DEFGRID3
* xyz 1 1
C 1.836 0.221 0.003
C -0.411 -0.540 -0.265
N -1.081 0.776 -0.002
O 1.600 1.280 0.458
O -0.705 -1.395 0.720
Cl 3.264 -0.554 -0.239
H -0.537 -1.082 -1.293
H -1.672 1.123 -0.731
H -0.284 1.529 0.186
H -1.757 0.795 0.779
H -0.253 -2.152 0.384
*
```

---

(3)
The following is a quantum chemistry calculation of a cluster of 2 separate species, C2H5ClO4 in total, from the OMol25 dataset.

The calculation puts the energy above the lowest of the compared OMol25 structures with the same formula, charge and spin at 185.9 kcal/mol. The LUMO energy (spin up / spin down) is 0.02 / -2.21 eV. For the HOMO energy (spin up / spin down), the calculation gives -9.74 / -10.29 eV. The HOMO-LUMO gap (spin up / spin down) is 9.8 / 8.1 eV.

Structure (ORCA input):
```
! RIJCOSX wB97M-V def2-TZVPD def2/J DEFGRID3
* xyz 0 1
C 1.765 -1.321 0.282
C 0.897 -0.139 0.625
O -0.335 -0.144 -0.074
O -0.927 1.052 0.046
Cl 1.711 1.353 0.224
H 1.245 -2.258 0.497
H 2.021 -1.307 -0.780
H 2.695 -1.296 0.852
H 0.634 -0.111 1.691
H -2.543 1.124 -0.651
O -3.499 1.081 -0.882
O -3.665 1.967 -1.829
*
```